The following is a quantum chemistry calculation of one molecule with the formula C22H19N3O2 in a non-equilibrium geometry, from OMol25.

As for the SMILES: CC(C)=CC(=O)NCCC1=CC(=O)c2nccc3c2c1nc1ccccc13. The calculated total energy is -31685.1522 eV. The value obtained for the lowest unoccupied orbital energy is -1.53 eV. The calculation puts the orbital gap at 7.2 eV. The molar mass is 357.41 u. As for the spin multiplicity: 1. The energy relative to the best compared isomer or geometry (same formula, charge and spin) comes out at 397.2 kJ/mol.

Geometry (Å):
C -0.9382 3.1245 -2.4671
C -0.8582 2.5881 -1.0495
C -1.6518 1.3649 -0.7076
C -0.2456 3.4380 -0.1081
C -0.4067 3.4370 1.4263
O 0.1333 4.3687 1.9757
N -0.9852 2.4011 2.1646
C -0.6312 2.2434 3.5869
C 0.3950 1.0582 3.9459
C 1.4762 0.8738 2.9259
C 2.6291 1.6088 3.1251
C 3.7129 1.4916 2.0967
O 4.6888 2.1128 2.2827
C 3.4412 0.4781 1.0759
N 4.4968 0.3346 0.1896
C 4.3968 -0.5385 -0.8072
C 3.2349 -1.2477 -1.1104
C 2.1534 -1.0977 -0.2690
C 2.2869 -0.3230 0.9041
C 1.2750 -0.0724 1.8276
N 0.1829 -0.7888 1.5902
C -0.0147 -1.6050 0.5899
C -1.1224 -2.4363 0.6570
C -1.5055 -3.2164 -0.5347
C -0.6928 -3.1576 -1.6146
C 0.6662 -2.6004 -1.5304
C 0.9515 -1.7196 -0.4692
H -1.8621 3.7264 -2.7591
H -0.1705 3.8497 -2.5319
H -0.8022 2.3481 -3.1516
H -2.1676 1.0531 -1.6950
H -2.3670 1.3502 0.1881
H -0.8921 0.6307 -0.4984
H 0.2833 4.3001 -0.3878
H -1.1221 1.5783 1.6088
H -0.1475 3.1179 3.9897
H -1.5907 2.0302 4.2067
H 0.8403 1.2986 4.8805
H -0.1283 0.0891 3.9358
H 2.6715 2.3072 3.9436
H 5.2980 -0.7411 -1.4086
H 3.2858 -1.8892 -1.9585
H -1.8614 -2.3044 1.4614
H -2.4662 -3.7563 -0.5055
H -0.9512 -3.8351 -2.4303
H 1.4235 -2.9317 -2.2421